{"formula": "C36H29O7S3SbTc", "method": "the ωB97M-V functional and the def2-TZVPD basis", "s2": 3.783, "homo_energy_ha": [-0.528, -0.522], "charge": 2, "gap_ha": [0.286, 0.275], "mol_weight_da": 889.58, "spin_multiplicity": 4, "symbols": ["Tc", "O", "S", "O", "O", "C", "C", "C", "C", "C", "C", "S", "O", "O", "O", "H", "H", "H", "H", "O", "S", "C", "C", "C", "C", "C", "C", "C", "C", "C", "C", "C", "C", "H", "H", "H", "H", "H", "H", "H", "H", "H", "H", "C", "C", "C", "C", "C", "C", "Sb", "C", "C", "C", "C", "C", "C", "C", "C", "C", "C", "C", "C", "H", "H", "H", "H", "H", "H", "H", "H", "H", "H", "H", "H", "H", "H", "H"], "xyz": [[0.00877, -1.28809, -0.62814], [0.92245, -3.25263, -0.44033], [2.30435, -2.73722, -0.24645], [3.31247, -3.36307, -1.01534], [2.08568, -1.25294, -0.54025], [2.83426, -2.73339, 1.45542], [3.88980, -3.58939, 1.71526], [4.50764, -3.60600, 2.96294], [4.08429, -2.73912, 3.94978], [3.01480, -1.88197, 3.70424], [2.38335, -1.86857, 2.47397], [0.90111, -0.88414, 2.42341], [-0.04792, -1.66501, 1.62907], [0.52109, -0.56393, 3.75151], [1.20984, 0.43543, 1.69074], [4.25102, -4.23647, 0.92874], [5.32287, -4.29298, 3.14129], [4.55943, -2.72924, 4.92060], [2.64525, -1.24055, 4.49211], [-1.80083, 0.39049, 0.25851], [-2.32138, -0.96701, -0.14181], [-3.49692, -0.89246, -1.44715], [-4.67352, -0.16733, -1.28049], [-5.56158, -0.10224, -2.33814], [-5.27850, -0.77305, -3.52629], [-4.10832, -1.50533, -3.67082], [-3.19966, -1.56325, -2.62448], [-3.19042, -1.65660, 1.22557], [-3.95351, -2.79969, 1.01545], [-4.59255, -3.36600, 2.10470], [-4.46460, -2.78900, 3.36287], [-3.69644, -1.64672, 3.54727], [-3.03874, -1.07021, 2.47295], [-4.88694, 0.32639, -0.34033], [-6.48250, 0.45516, -2.23797], [-5.98717, -0.73135, -4.34261], [-3.90594, -2.03622, -4.59085], [-2.28414, -2.13816, -2.71782], [-4.05692, -3.23346, 0.02857], [-5.19459, -4.25389, 1.97197], [-4.97109, -3.23527, 4.20790], [-3.60343, -1.20596, 4.52993], [-2.42553, -0.18848, 2.59612], [-0.61984, 5.58821, 1.48990], [-1.53892, 4.57062, 1.26416], [-1.11767, 3.33374, 0.80665], [0.23942, 3.12343, 0.57861], [1.16761, 4.13936, 0.80458], [0.73116, 5.37290, 1.26161], [1.08816, 1.35346, -0.13270], [3.13227, 1.60801, -0.41023], [4.03755, 1.29071, 0.59562], [5.38587, 1.53471, 0.39115], [5.82062, 2.09682, -0.80230], [4.91057, 2.42272, -1.79859], [3.55851, 2.17995, -1.60690], [0.31029, 0.73821, -2.03727], [-0.94874, 1.18731, -2.46841], [-1.31694, 1.04206, -3.79424], [-0.44632, 0.44503, -4.69867], [0.80427, -0.00340, -4.28528], [1.18978, 0.14416, -2.96468], [-0.96021, 6.55045, 1.84741], [-2.59055, 4.74085, 1.44988], [-1.83619, 2.54257, 0.65046], [2.22721, 3.98405, 0.63524], [1.44953, 6.16076, 1.44062], [3.69944, 0.85558, 1.52735], [6.09924, 1.28975, 1.16612], [6.87467, 2.28530, -0.95427], [5.25096, 2.86610, -2.72419], [2.85611, 2.44415, -2.38986], [-1.62344, 1.66712, -1.77325], [-2.28581, 1.39596, -4.12043], [-0.73858, 0.33370, -5.73467], [1.48368, -0.45691, -4.99390], [2.17101, -0.18852, -2.65112]], "forces_ev_per_a": [[0.5, 0.0, 0.0], [-0.3, -0.2, 0.1], [0.1, 0.0, 0.2], [0.0, 0.1, 0.0], [0.0, 0.0, 0.0], [0.0, 0.0, -0.1], [0.1, -0.1, 0.0], [-0.1, 0.1, 0.0], [0.0, 0.0, -0.1], [0.0, 0.0, 0.1], [-0.1, 0.0, 0.0], [0.2, 0.1, 0.2], [0.0, 0.2, -0.3], [-0.1, -0.1, 0.0], [0.3, -0.2, 0.1], [0.0, 0.0, 0.0], [0.0, 0.0, 0.0], [0.0, 0.0, 0.0], [0.0, 0.0, 0.0], [-0.2, 0.0, 0.1], [0.0, 0.0, -0.1], [0.0, 0.0, 0.1], [0.0, 0.0, 0.1], [0.0, 0.0, 0.0], [0.0, 0.0, 0.0], [0.0, 0.0, 0.0], [0.0, -0.1, 0.0], [-0.1, -0.1, -0.1], [0.0, 0.0, 0.0], [0.0, 0.0, 0.0], [0.0, 0.0, 0.0], [0.0, 0.0, 0.0], [0.1, 0.0, 0.0], [0.0, 0.0, 0.0], [0.0, 0.0, 0.0], [0.0, 0.0, 0.0], [0.0, 0.0, 0.0], [0.0, 0.0, 0.0], [0.0, 0.0, 0.0], [0.0, 0.0, 0.0], [0.0, 0.0, 0.0], [0.0, 0.0, 0.0], [0.0, 0.0, 0.0], [0.0, 0.0, 0.0], [0.0, 0.0, 0.0], [-0.1, -0.2, 0.0], [0.0, 0.1, -0.1], [0.2, -0.1, 0.0], [-0.1, 0.0, 0.0], [-0.2, 0.0, 0.0], [0.0, 0.1, -0.1], [-0.1, -0.1, 0.1], [0.0, 0.0, 0.0], [0.0, 0.0, 0.0], [0.0, 0.0, 0.0], [-0.1, 0.0, 0.0], [-0.2, -0.1, -0.1], [0.0, 0.2, 0.0], [0.0, 0.0, 0.0], [0.1, 0.0, 0.1], [-0.1, 0.0, -0.1], [0.1, -0.1, 0.1], [0.0, 0.0, 0.0], [0.0, 0.0, 0.0], [0.0, 0.0, 0.0], [0.0, 0.0, 0.0], [0.0, 0.0, 0.0], [0.0, 0.0, 0.0], [0.0, 0.0, 0.0], [0.0, 0.0, 0.0], [0.0, 0.0, 0.0], [0.0, 0.0, 0.0], [0.0, 0.0, 0.0], [0.0, 0.0, 0.0], [0.0, 0.0, 0.0], [0.0, 0.0, 0.0], [0.0, 0.0, 0.0]], "lowdin_charge": [1.214, -0.381, 0.591, -0.201, -0.515, -0.218, -0.024, -0.012, -0.013, -0.027, -0.228, 0.595, -0.391, -0.209, -0.471, 0.126, 0.128, 0.127, 0.125, -0.528, 0.927, -0.395, -0.041, -0.033, -0.030, -0.048, -0.090, -0.369, -0.053, -0.039, -0.032, -0.033, -0.059, 0.131, 0.123, 0.123, 0.122, 0.109, 0.123, 0.121, 0.122, 0.123, 0.113, -0.037, -0.048, -0.100, -0.306, -0.106, -0.048, 1.786, -0.345, -0.094, -0.043, -0.038, -0.047, -0.112, -0.417, -0.114, -0.045, -0.017, -0.031, -0.129, 0.121, 0.118, 0.079, 0.100, 0.121, 0.101, 0.119, 0.121, 0.120, 0.108, 0.100, 0.125, 0.127, 0.127, 0.102]}